# 1
{
  "formula": "C21H31AuN3OSb",
  "method": "the ωB97M-V functional and the def2-TZVPD basis",
  "largest_force_ev_per_a": 0.755,
  "e_tot_ha": -1433.6170,
  "orbital_gap_ev": [8.320, 6.269],
  "total_charge": 2,
  "multiplicity": 3,
  "s_squared": 2.01,
  "symbols": ["Au", "O", "C", "N", "C", "C", "C", "C", "C", "C", "N", "C", "C", "C", "C", "C", "N", "H", "H", "H", "H", "H", "H", "H", "H", "H", "H", "C", "C", "C", "Sb", "C", "C", "C", "C", "C", "C", "H", "H", "H", "H", "H", "H", "H", "H", "H", "H", "H", "H", "H", "H", "H", "H", "H", "H", "H", "H", "H"],
  "positions_angstrom": [[-0.27792, 0.04541, -0.09512], [3.31137, -1.35009, -1.54602], [2.24403, -1.19554, -0.99158], [1.78249, 0.00413, -0.58441], [2.34276, 1.25579, -1.02164], [1.41644, 2.39722, -0.69174], [1.87020, 3.70722, -0.76616], [0.99910, 4.75229, -0.51928], [-0.32879, 4.47227, -0.21524], [-0.72278, 3.15530, -0.15633], [0.13285, 2.14302, -0.37384], [1.32018, -2.34627, -0.67496], [1.77139, -3.64316, -0.83246], [0.91780, -4.69257, -0.52300], [-0.36445, -4.40819, -0.07392], [-0.75500, -3.08744, 0.04773], [0.07438, -2.08108, -0.24663], [2.51185, 1.25122, -2.10558], [3.31825, 1.41309, -0.55372], [2.90361, 3.88989, -1.02920], [1.34513, 5.77594, -0.57074], [-1.04483, 5.26193, -0.03943], [-1.74995, 2.88086, 0.04128], [2.77909, -3.79463, -1.19463], [1.24871, -5.71608, -0.63752], [-1.06480, -5.19654, 0.16324], [-1.75244, -2.82050, 0.37084], [1.71056, -2.51194, 3.03022], [0.41425, -2.06672, 3.68713], [0.48065, -2.08888, 5.20512], [-0.11926, -0.02249, 2.97325], [1.08770, 1.58085, 3.95499], [0.78535, 1.59295, 5.44191], [2.55254, 1.36031, 3.62175], [-2.27914, 0.34870, 3.34371], [-2.53562, 1.84300, 3.24801], [-2.69569, -0.26324, 4.67087], [1.90136, -3.55564, 3.29177], [2.55897, -1.92950, 3.39211], [1.68095, -2.43802, 1.94267], [-0.43076, -2.65268, 3.31984], [1.37181, -1.57694, 5.56874], [0.55221, -3.13123, 5.52750], [-0.39882, -1.66058, 5.68476], [0.70659, 2.48017, 3.46843], [1.14435, 0.69115, 5.93709], [-0.27589, 1.72104, 5.65777], [1.31221, 2.44064, 5.88899], [2.93631, 0.44920, 4.08338], [3.13586, 2.19357, 4.02064], [2.73187, 1.31028, 2.54654], [-2.76346, -0.17674, 2.51828], [-2.00937, 2.39751, 4.02715], [-3.60338, 2.02963, 3.38324], [-2.24754, 2.24943, 2.27716], [-2.18981, 0.20423, 5.51690], [-2.52610, -1.33979, 4.70143], [-3.76847, -0.10173, 4.80543]]
}

=====

# 2
{
  "formula": "C21H31AuNOP2S",
  "method": "the ωB97M-V functional and the def2-TZVPD basis",
  "largest_force_ev_per_a": 1.614,
  "e_tot_ha": -2165.0689,
  "orbital_gap_ev": [4.690, 3.036],
  "total_charge": 1,
  "de_lowest_kj_mol": 94.7,
  "multiplicity": 3,
  "s_squared": 2.04,
  "symbols": ["C", "C", "C", "C", "C", "C", "C", "C", "C", "C", "C", "C", "C", "H", "H", "H", "H", "H", "H", "H", "N", "Au", "C", "H", "H", "C", "H", "H", "P", "P", "C", "H", "H", "H", "C", "H", "H", "H", "C", "H", "H", "H", "C", "H", "H", "H", "H", "H", "C", "S", "C", "O", "H", "H", "H", "H", "H", "H"],
  "positions_angstrom": [[-1.32361, 3.47043, -2.45379], [-1.12310, 2.11711, -2.20129], [0.19229, 1.56609, -2.34701], [1.27074, 2.41040, -2.80805], [0.99490, 3.77427, -3.08990], [-0.26856, 4.29562, -2.88335], [2.54967, 1.84215, -2.89774], [2.76070, 0.47469, -2.68011], [1.63672, -0.32099, -2.24235], [1.80740, -1.72501, -2.00651], [3.08211, -2.27220, -2.10668], [4.18664, -1.49167, -2.49805], [4.02636, -0.15433, -2.81863], [-2.31894, 3.89313, -2.28256], [1.82338, 4.37711, -3.47251], [-0.46169, 5.35749, -3.04992], [3.39384, 2.47450, -3.18630], [3.22038, -3.32744, -1.85152], [5.17374, -1.95280, -2.55151], [4.85021, 0.46740, -3.18098], [0.45927, 0.29350, -1.94000], [-0.01034, 0.04595, 0.55257], [-2.24659, 1.24805, -1.65816], [-2.21476, 0.23413, -2.08194], [-3.22860, 1.70073, -1.85792], [0.62090, -2.55705, -1.54952], [-0.28336, -2.31402, -2.12570], [0.83815, -3.63024, -1.65060], [-2.05099, 1.07869, 0.15080], [0.25251, -2.20169, 0.19946], [1.58518, -2.96228, 1.13676], [1.36930, -2.83368, 2.20422], [1.67746, -4.03293, 0.90801], [2.53235, -2.46160, 0.90854], [-1.23292, -3.14586, 0.57216], [-1.08449, -4.21463, 0.36313], [-1.46842, -2.99798, 1.63279], [-2.07061, -2.77108, -0.02799], [-2.23714, 2.73080, 0.84719], [-3.18119, 3.19326, 0.52264], [-2.23227, 2.63353, 1.94207], [-1.39627, 3.36657, 0.54205], [-3.45402, 0.11213, 0.71505], [-3.41461, 0.05273, 1.80851], [-4.39107, 0.58936, 0.40103], [-3.39822, -0.90213, 0.30433], [1.51919, 1.58607, 0.24521], [1.03353, 1.63874, 0.89392], [-1.63356, -1.89738, 5.23440], [-1.43528, -0.40067, 4.25978], [0.14370, 0.14872, 4.92477], [-1.11981, -0.82579, 2.82651], [-1.86401, -1.63867, 6.26807], [-0.69921, -2.46599, 5.18631], [-2.46888, -2.46330, 4.81003], [0.92878, -0.50908, 4.53503], [0.28880, 1.18166, 4.58749], [0.09428, 0.11544, 6.01780]]
}

=====

# 3
{
  "formula": "C21H31BBrCl16N3O6",
  "method": "the ωB97M-V functional and the def2-TZVPD basis",
  "largest_force_ev_per_a": 1.344,
  "e_tot_ha": -11396.4404,
  "smiles": "CCB(O)NC[C@@H](O[C@](CCCOC(C)=O)(N=C=O)[C@H](Br)CC)N(C)C(C)=O.ClC(Cl)(Cl)Cl.ClC(Cl)(Cl)Cl.ClC(Cl)(Cl)Cl.ClC(Cl)(Cl)Cl",
  "orbital_gap_ev": 9.497,
  "multiplicity": 1,
  "symbols": ["C", "C", "B", "O", "N", "C", "C", "O", "C", "C", "C", "C", "O", "C", "C", "O", "N", "C", "O", "C", "Br", "C", "C", "N", "C", "C", "C", "O", "H", "H", "H", "H", "H", "H", "H", "H", "H", "H", "H", "H", "H", "H", "H", "H", "H", "H", "H", "H", "H", "H", "H", "H", "H", "H", "H", "H", "H", "H", "H", "Cl", "C", "Cl", "Cl", "Cl", "Cl", "C", "Cl", "Cl", "Cl", "Cl", "C", "Cl", "Cl", "Cl", "Cl", "C", "Cl", "Cl", "Cl"],
  "positions_angstrom": [[2.96466, -3.32282, 4.17264], [2.87974, -4.30632, 2.95657], [3.41302, -3.50766, 1.70613], [4.76224, -3.41347, 1.45339], [2.49301, -2.82584, 0.76646], [2.90130, -1.43836, 0.48668], [1.69584, -0.57282, 0.02918], [1.86035, 0.67840, 0.65449], [0.73412, 1.45357, 1.04007], [-0.40642, 1.55885, 0.00180], [-1.58114, 0.57566, 0.12213], [-2.05366, 0.09156, -1.24234], [-3.16772, -0.79236, -1.02860], [-3.06593, -2.00597, -1.62338], [-3.22424, -3.19895, -0.71618], [-2.90064, -2.13510, -2.80831], [1.25928, 2.85177, 1.08875], [2.40551, 3.03032, 0.70876], [3.47810, 3.31528, 0.37387], [0.18060, 1.05806, 2.46727], [0.77422, 2.34701, 3.85480], [0.60353, -0.32746, 2.99962], [-0.43550, -1.45397, 2.79048], [1.69392, -0.42583, -1.44334], [2.64692, 0.56794, -1.93384], [1.76677, -1.65850, -2.11633], [0.62540, -2.63743, -1.97075], [2.72232, -1.93877, -2.81249], [1.98819, -2.89908, 4.39740], [3.35758, -3.83717, 5.04497], [3.61414, -2.47734, 3.93299], [3.53080, -5.16534, 3.14146], [1.85665, -4.64763, 2.81547], [5.19931, -4.15683, 1.88873], [2.54464, -3.36506, -0.09805], [3.74398, -1.34913, -0.20280], [3.23924, -1.00575, 1.43109], [0.81265, -1.11245, 0.36431], [0.01144, 1.59070, -1.00434], [-0.81236, 2.55431, 0.17417], [-1.37632, -0.30869, 0.72003], [-2.42584, 1.08650, 0.58997], [-1.21302, -0.40505, -1.72840], [-2.34187, 0.92507, -1.87272], [-3.04614, -2.95993, 0.32925], [-4.25037, -3.55414, -0.83588], [-2.58391, -4.00226, -1.06901], [-0.90030, 1.13074, 2.51125], [0.68767, -0.22817, 4.07926], [1.58446, -0.63699, 2.65229], [-0.48773, -1.80192, 1.76331], [-0.15154, -2.28142, 3.43991], [-1.40251, -1.09456, 3.14658], [2.24055, 1.55760, -1.71589], [2.74400, 0.50055, -3.01067], [3.61895, 0.52037, -1.43825], [0.95979, -3.57999, -2.39769], [0.36983, -2.81705, -0.92484], [-0.23028, -2.29047, -2.54701], [-4.53072, 1.37144, -3.12120], [-4.68884, 3.09013, -2.74849], [-3.41243, 3.57123, -1.61624], [-4.53915, 4.03430, -4.23331], [-6.26323, 3.39595, -2.01168], [9.82341, -2.07749, -0.29649], [8.34605, -2.42339, 0.60756], [8.45624, -1.69914, 2.21606], [6.95594, -1.76083, -0.24380], [8.15978, -4.17804, 0.76924], [-3.85890, 8.49747, -4.49226], [-2.73256, 7.82262, -3.30995], [-3.63941, 7.15626, -1.94940], [-1.78135, 6.54196, -4.07018], [-1.65118, 9.09352, -2.73196], [-11.08415, 3.29031, -2.20777], [-10.11039, 4.42275, -1.26656], [-9.20518, 5.47289, -2.35901], [-11.16572, 5.40498, -0.24683], [-8.98551, 3.51686, -0.24213]]
}

=====

What did the first record say?
{
  "formula": "C21H31AuN3OSb",
  "method": "the ωB97M-V functional and the def2-TZVPD basis",
  "largest_force_ev_per_a": 0.755,
  "e_tot_ha": -1433.6170,
  "orbital_gap_ev": [8.320, 6.269],
  "total_charge": 2,
  "multiplicity": 3,
  "s_squared": 2.01,
  "symbols": ["Au", "O", "C", "N", "C", "C", "C", "C", "C", "C", "N", "C", "C", "C", "C", "C", "N", "H", "H", "H", "H", "H", "H", "H", "H", "H", "H", "C", "C", "C", "Sb", "C", "C", "C", "C", "C", "C", "H", "H", "H", "H", "H", "H", "H", "H", "H", "H", "H", "H", "H", "H", "H", "H", "H", "H", "H", "H", "H"],
  "positions_angstrom": [[-0.27792, 0.04541, -0.09512], [3.31137, -1.35009, -1.54602], [2.24403, -1.19554, -0.99158], [1.78249, 0.00413, -0.58441], [2.34276, 1.25579, -1.02164], [1.41644, 2.39722, -0.69174], [1.87020, 3.70722, -0.76616], [0.99910, 4.75229, -0.51928], [-0.32879, 4.47227, -0.21524], [-0.72278, 3.15530, -0.15633], [0.13285, 2.14302, -0.37384], [1.32018, -2.34627, -0.67496], [1.77139, -3.64316, -0.83246], [0.91780, -4.69257, -0.52300], [-0.36445, -4.40819, -0.07392], [-0.75500, -3.08744, 0.04773], [0.07438, -2.08108, -0.24663], [2.51185, 1.25122, -2.10558], [3.31825, 1.41309, -0.55372], [2.90361, 3.88989, -1.02920], [1.34513, 5.77594, -0.57074], [-1.04483, 5.26193, -0.03943], [-1.74995, 2.88086, 0.04128], [2.77909, -3.79463, -1.19463], [1.24871, -5.71608, -0.63752], [-1.06480, -5.19654, 0.16324], [-1.75244, -2.82050, 0.37084], [1.71056, -2.51194, 3.03022], [0.41425, -2.06672, 3.68713], [0.48065, -2.08888, 5.20512], [-0.11926, -0.02249, 2.97325], [1.08770, 1.58085, 3.95499], [0.78535, 1.59295, 5.44191], [2.55254, 1.36031, 3.62175], [-2.27914, 0.34870, 3.34371], [-2.53562, 1.84300, 3.24801], [-2.69569, -0.26324, 4.67087], [1.90136, -3.55564, 3.29177], [2.55897, -1.92950, 3.39211], [1.68095, -2.43802, 1.94267], [-0.43076, -2.65268, 3.31984], [1.37181, -1.57694, 5.56874], [0.55221, -3.13123, 5.52750], [-0.39882, -1.66058, 5.68476], [0.70659, 2.48017, 3.46843], [1.14435, 0.69115, 5.93709], [-0.27589, 1.72104, 5.65777], [1.31221, 2.44064, 5.88899], [2.93631, 0.44920, 4.08338], [3.13586, 2.19357, 4.02064], [2.73187, 1.31028, 2.54654], [-2.76346, -0.17674, 2.51828], [-2.00937, 2.39751, 4.02715], [-3.60338, 2.02963, 3.38324], [-2.24754, 2.24943, 2.27716], [-2.18981, 0.20423, 5.51690], [-2.52610, -1.33979, 4.70143], [-3.76847, -0.10173, 4.80543]]
}